The following is a quantum chemistry calculation of a 2-piece molecular cluster, C4H3Cl2O5S overall, from the Open Molecules 2025 dataset.

The geometry in XYZ format:
```
15
Properties=species:S:1:pos:R:3
C -0.00936 -1.25984 -1.31169
C 1.21371 0.53406 -0.67939
C 0.99574 -0.37086 0.60382
C 0.01059 -1.21334 0.12150
O -1.34742 2.52015 -0.14041
O -0.67296 -1.90788 -2.09432
O -3.03413 0.70812 0.16547
O -1.54554 1.36930 2.03475
O 0.74083 -0.17195 -1.76450
S -1.84446 1.39123 0.65449
Cl 2.54548 -1.31755 1.00989
Cl -0.69738 -2.34484 1.18656
H 0.46035 1.34273 -0.68944
H 2.35069 0.69251 -0.62763
H 0.83385 0.02816 1.53090
```

The calculation puts the strongest force on any atom at 3.213 eV Å⁻¹. The frontier orbital gap (alpha / beta) is 5.75 / 5.94 eV. The value obtained for the relative energy (zero: lowest compared OMol25 entry of this formula, charge and spin) is 11.3 kcal per mole. As for the net charge: -1. As for the multiplicity: 1.